A 3-piece molecular cluster, C5H17NO2 overall at a distorted geometry. Source: the OMol25 dataset; level of theory: ωB97M-V/def2-TZVPD.

* SMILES: CCN(C)CC.O.O
* energy above the lowest of the compared OMol25 structures with the same formula, charge and spin: 74.0 kcal/mol
* highest occupied orbital energy: -0.307 Ha

Element x y z (Å)
C -1.062115 1.061846 0.667720
C -0.663460 -1.360270 1.075709
H 0.613910 2.307936 1.828471
H -0.899737 -0.275374 -1.914705
H 1.118121 1.358100 0.507306
H 0.073554 2.834655 0.244395
H 0.320680 -1.251380 2.946921
H -1.788232 -1.491805 -1.193585
H -1.830795 1.168150 1.357383
C -1.439670 -0.500617 -1.009828
H 1.472108 -1.189956 1.450184
H -1.677509 -1.382530 1.547085
H 0.857537 -2.792988 2.106879
C 0.276023 1.946235 0.806963
H 0.665024 0.993154 -2.837408
H 1.426216 0.000567 -3.391969
O 2.613670 0.135885 -0.979266
H -0.763295 -2.207100 0.466362
H -1.604166 1.693749 -0.146562
H 1.662686 -0.066251 -1.266161
O 0.553807 0.114272 -3.085775
H -2.452298 0.062813 -1.109396
C 0.548073 -1.688014 1.944214
H 2.672646 0.708410 -0.177466
N -0.692778 -0.179490 0.162528

Force components x, y, z for each atom (eV/Å):
2.1 4.3 -2.6
-1.4 0.0 -0.2
-0.9 -0.5 -0.7
0.0 0.2 0.0
0.0 -0.1 -0.7
0.6 0.5 -0.5
0.9 -0.3 -0.5
0.2 -1.2 0.7
-1.0 -0.5 2.5
-2.7 1.3 -2.0
-1.4 -0.7 1.0
0.8 0.1 0.8
-1.1 1.7 -0.6
-1.2 0.2 2.7
-0.5 2.9 1.0
1.9 -1.1 -1.0
-0.9 0.0 -0.2
0.0 -1.0 -1.4
1.0 -1.4 0.7
1.7 0.7 1.3
-0.7 -1.5 -0.4
1.5 -0.5 0.4
1.5 1.0 0.7
-0.6 -0.9 -1.2
0.4 -3.1 0.1

A 4-piece molecular cluster, C5H17NO4 overall at a distorted geometry. Source: the OMol25 dataset; level of theory: ωB97M-V/def2-TZVPD.

* SMILES: CCCCNC=O.O.O.O
* energy above the lowest of the compared OMol25 structures with the same formula, charge and spin: 0.0 kcal/mol
* highest occupied orbital energy: -0.365 Ha

Element x y z (Å)
H 1.580475 -0.445573 -2.747046
C -0.415554 1.765862 0.944140
O -2.561288 -1.402497 0.863666
H 0.309343 0.354816 -2.330264
H 2.486696 -0.074192 1.660440
H -0.081923 -0.810891 1.811011
H -2.163142 -1.625957 -0.001507
O 0.674831 -0.218895 -3.009513
H 2.033544 0.051658 -0.039819
O 1.583935 -2.407891 -0.262715
H 1.683702 2.227151 0.775253
H -0.051623 -2.820017 0.865338
H -1.221274 -1.416607 -2.347762
H 1.225102 1.698976 2.310795
H -0.449840 -2.381637 -1.402603
N 0.732448 -0.967019 1.232744
H -0.826383 0.910966 -0.927875
H -1.570831 2.533603 -0.721899
C 0.740428 -2.118804 0.580466
C 1.060071 1.494428 1.253755
C -0.696798 1.924618 -0.551961
H -2.857848 -0.492649 0.794350
H 0.131195 2.377933 -1.111839
O -1.278305 -1.899994 -1.510376
H -1.048634 0.982661 1.363107
H -0.678855 2.643074 1.540372
C 1.660529 0.116877 0.969742

Force components x, y, z for each atom (eV/Å):
-0.4 0.1 0.1
0.6 0.2 0.1
0.2 -0.1 0.2
0.3 0.0 0.1
0.3 0.4 -0.3
0.1 0.1 0.0
-0.2 0.3 0.1
0.2 -0.1 -0.3
0.0 -0.3 -0.4
-0.3 -0.1 -0.1
0.2 0.4 -0.5
-0.2 0.1 0.1
0.3 -0.3 0.2
-0.2 -0.1 0.3
0.2 0.1 -0.3
-1.0 0.5 0.4
-0.4 0.0 -0.3
-0.4 -0.1 -0.2
1.0 -0.6 -0.6
-0.1 -0.3 1.0
0.4 -0.3 0.4
-0.1 0.0 -0.1
0.0 0.1 0.3
-0.3 0.0 -0.2
0.0 -0.1 -0.1
0.0 0.2 -0.4
-0.2 -0.2 0.6

A 3-piece molecular cluster, C5H17NO4 overall at a distorted geometry. Source: the OMol25 dataset; level of theory: ωB97M-V/def2-TZVPD.

* net charge: +1
* 2S+1: 2
* energy above the lowest of the compared OMol25 structures with the same formula, charge and spin: 12.2 kcal/mol
* highest occupied orbital energy (alpha / beta): -0.518 / -0.513 Ha

Element x y z (Å)
H 0.407253 3.196042 -0.012291
O -3.095824 -0.808115 0.793726
H 0.508046 -2.351243 2.014321
H 2.173419 -1.764626 0.228269
H 0.186607 -1.091660 -2.712572
C -1.467467 0.666579 -1.312543
H -0.291783 -1.785560 -0.686884
H 1.786342 0.019109 2.826729
O -0.877905 1.646628 -2.103393
C 0.347252 -0.896185 -0.588274
H -0.191695 -0.678161 1.965061
H -2.207248 -0.791561 0.415315
H -3.058062 -0.094711 1.444509
H -0.203600 1.297463 -2.698946
C 1.404652 -1.052217 0.510890
O 1.590058 -0.919061 2.909577
H 1.660827 -1.692755 -2.157646
N -0.515546 0.210125 -0.281780
H -2.297621 1.171220 -0.837271
H 1.918441 -0.102227 0.550562
H 1.480286 0.062334 -2.330953
C 0.990013 -0.853885 -2.008150
H 0.038407 1.021419 0.054954
C 0.714128 -1.294733 1.862684
O 1.102957 2.590567 0.255964
H -1.836479 -0.162019 -1.913860
H 1.857323 3.044734 -0.143951

Force components x, y, z for each atom (eV/Å):
-0.5 0.2 0.1
0.4 0.3 -0.1
-0.3 0.0 0.0
-0.2 -0.4 0.2
0.0 0.3 -0.2
-0.8 0.4 -0.6
-0.1 0.0 0.3
0.1 0.1 0.1
0.4 0.2 0.4
0.6 -1.3 0.5
-0.3 -0.3 -0.4
-0.3 -0.4 0.3
-0.3 -0.2 0.1
-0.1 -0.2 0.0
-1.1 0.5 -0.4
-0.2 -0.4 0.0
0.3 0.0 0.5
1.6 0.8 -2.1
-0.2 -0.2 0.3
0.3 0.5 0.2
0.1 0.1 0.5
-1.0 0.0 -1.0
-0.2 0.0 0.5
1.4 0.3 0.5
0.0 0.2 -0.3
0.0 -0.3 0.3
0.4 -0.4 0.2

A 4-piece molecular cluster, C5H17NO4 overall at a distorted geometry. Source: the OMol25 dataset; level of theory: ωB97M-V/def2-TZVPD.

* net charge: +1
* 2S+1: 2
* energy above the lowest of the compared OMol25 structures with the same formula, charge and spin: 24.7 kcal/mol
* highest occupied orbital energy (alpha / beta): -0.523 / -0.523 Ha

Element x y z (Å)
H -0.138758 1.410172 3.281928
N 0.844302 -0.661818 0.679568
H -1.519349 2.093170 -1.565322
O 0.548853 -0.739558 -3.471906
C 0.409336 -2.041226 0.847587
H 1.045631 -0.899611 -2.675510
H 2.432123 0.579985 0.300150
H 2.830010 -0.701268 1.615778
H -0.480909 -2.086607 1.456685
H 1.102204 -2.741615 1.316803
O -0.374613 2.045953 -0.073876
H -2.355924 -1.200162 -0.033447
H -1.712177 -0.342886 -1.129973
H -0.541553 -0.257320 3.518065
O -1.875925 1.401468 -2.144447
H 2.708509 -1.242174 0.086781
C 0.134940 0.406186 2.966469
H 1.060996 2.266025 1.321132
H -1.087509 1.041313 -2.590322
H -1.036257 0.050264 1.094615
O -1.739243 -1.259817 -0.790214
C 0.226221 1.676341 0.889483
H 0.100825 -2.508155 -0.091458
H -0.277076 -1.226859 -3.328783
C 2.283843 -0.427240 0.698550
C -0.009326 0.229591 1.430364
H 1.112457 0.049021 3.276204

Force components x, y, z for each atom (eV/Å):
0.5 0.1 -0.2
0.5 -1.6 3.9
-0.3 -0.3 -0.4
-0.7 0.1 0.0
-0.6 -1.1 -0.5
0.4 -0.1 0.3
0.6 -0.3 0.3
-0.8 0.8 0.5
-0.3 0.3 0.1
0.8 0.6 -0.1
0.1 0.4 0.8
0.1 -0.2 -0.8
-0.4 0.0 -0.3
-0.1 0.0 -0.4
0.5 -0.4 0.0
0.0 0.7 -0.6
-0.2 -2.0 0.2
-0.3 0.0 0.2
-0.3 0.4 -0.2
0.2 -0.4 0.4
-0.2 0.5 0.7
0.8 -0.5 -1.1
0.2 0.3 -0.2
0.2 0.0 -0.2
-0.1 -0.9 -1.6
-0.9 2.8 -1.0
0.4 0.7 0.2